Entry 1:
164
Properties=species:S:1:pos:R:3:lowdin_charge:R:1 method="wB97M-V/def2-TZVPD" lumo_ev=0.66 spin_multiplicity=1 mol_weight_g_mol=1102.1 orbital_gap_ev=9.442 smiles="CCOP(=O)(OCC)OCC.CCOP(=O)(OCC)OCC.CCOP(=O)(OCC)OCC.CCOP(=O)(OCC)OCC.CCOP(=O)(OCC)OCC.CCN(CC)CC.COC(=O)OC" e_above_lowest_kj_mol=192.67 largest_force_ev_per_a=2.589 e_homo_ev=-8.78
C 2.3463 1.6349 6.4347 -0.0624
C 2.5121 0.9273 5.0949 -0.2679
O 3.5738 -0.0232 5.0471 -0.1732
P 5.0929 0.4169 5.1018 0.4311
O 5.4685 1.6356 4.3772 -0.2209
O 5.5588 0.4632 6.6625 -0.1995
C 6.8151 0.9554 7.0408 -0.2952
C 6.6549 2.0245 8.1399 -0.0614
O 5.9446 -0.8854 4.7411 -0.1837
C 6.6381 -1.0583 3.5179 -0.2650
C 7.8874 -1.9053 3.7979 -0.0694
H 1.4138 2.1961 6.4444 0.0822
H 2.3488 0.8699 7.2097 0.0808
H 3.1603 2.3554 6.5322 0.0732
H 1.5660 0.4086 4.9256 0.1049
H 2.6682 1.6169 4.2630 0.1207
H 7.4311 0.1327 7.4115 0.1179
H 7.3389 1.4221 6.2002 0.1125
H 5.7587 2.6205 7.9482 0.0705
H 6.3370 1.4845 9.0362 0.0732
H 7.5049 2.6864 8.2665 0.0736
H 6.0865 -1.6636 2.7927 0.1125
H 6.8833 -0.1124 3.0349 0.1132
H 8.4715 -1.6682 4.6863 0.0729
H 7.5631 -2.9378 3.9442 0.0720
H 8.5333 -1.8697 2.9196 0.0765
C 1.7320 -7.2854 1.7677 -0.0721
C 1.7776 -7.4891 0.2484 -0.2398
O 3.1562 -7.2620 -0.1559 -0.2152
P 3.4268 -6.3320 -1.4594 0.4405
O 2.2124 -5.9637 -2.2195 -0.2356
O 4.5324 -7.1345 -2.2930 -0.1749
C 4.1395 -8.0732 -3.2795 -0.2547
C 3.4025 -9.3358 -2.7588 -0.0637
O 4.3254 -5.1121 -0.9330 -0.1686
C 3.7868 -4.3543 0.1622 -0.2634
C 3.3535 -2.9434 -0.2965 -0.0522
H 0.8020 -6.7436 1.9532 0.0725
H 1.8383 -8.2128 2.3302 0.0734
H 2.5488 -6.6882 2.1736 0.0678
H 1.5832 -8.5333 -0.0032 0.1128
H 1.1406 -6.7819 -0.2775 0.1021
H 3.6562 -7.6467 -4.1543 0.1170
H 5.1041 -8.5106 -3.5481 0.1116
H 2.4182 -9.4079 -3.2262 0.0738
H 3.9348 -10.2519 -3.0074 0.0680
H 3.2450 -9.3325 -1.6806 0.0586
H 2.9818 -4.8491 0.7124 0.0962
H 4.5787 -4.3116 0.9140 0.1163
H 2.5266 -3.0130 -0.9980 0.0780
H 3.1287 -2.4518 0.6485 0.0641
H 4.1744 -2.4572 -0.8192 0.0808
C 2.3510 5.9236 -2.4839 -0.0669
C 1.5074 7.1030 -2.0803 -0.2709
O 0.1166 6.7515 -2.1288 -0.2088
P -0.7115 6.8230 -0.7570 0.4077
O -0.0811 6.1352 0.3745 -0.2186
O -0.9798 8.3837 -0.5242 -0.1715
C -1.3980 9.2305 -1.5940 -0.2643
C -2.8491 9.6447 -1.3767 -0.0706
O -2.1359 6.2297 -1.1949 -0.1771
C -2.1849 4.8686 -1.6419 -0.2727
C -3.6126 4.4437 -1.7471 -0.0685
H 1.9933 5.0486 -1.9303 0.0772
H 2.3620 5.6115 -3.5272 0.0756
H 3.3912 6.0897 -2.1935 0.0809
H 1.8384 7.6203 -1.1830 0.1234
H 1.6235 7.8004 -2.9224 0.1135
H -0.7784 10.1276 -1.5686 0.1207
H -1.3010 8.6772 -2.5298 0.1033
H -2.9417 10.0383 -0.3613 0.0802
H -3.3179 10.2514 -2.1458 0.0761
H -3.4691 8.7455 -1.2787 0.0714
H -1.5948 4.7761 -2.5583 0.1126
H -1.6632 4.2905 -0.8682 0.1132
H -4.0833 5.0384 -2.5358 0.0839
H -3.8448 3.3966 -1.9576 0.0667
H -4.1886 4.5554 -0.8250 0.0858
C -8.5539 -1.1012 0.6300 -0.0555
C -8.8225 -0.3857 -0.7078 -0.2684
O -7.6330 0.1634 -1.2715 -0.1815
P -7.0642 -0.3127 -2.7146 0.4060
O -7.7387 0.2291 -3.8780 -0.2132
O -5.5242 0.0632 -2.5264 -0.1741
C -4.7960 -0.6307 -1.4864 -0.2559
C -3.3447 -0.7536 -1.8946 -0.0573
O -7.0604 -1.9209 -2.7028 -0.2042
C -8.2245 -2.6106 -3.2071 -0.2523
C -8.3433 -3.9389 -2.4471 -0.0656
H -9.4419 -1.3697 1.1950 0.0762
H -8.0126 -2.0190 0.3835 0.0613
H -7.8758 -0.4911 1.2243 0.0775
H -9.4979 -0.9455 -1.3510 0.1040
H -9.3618 0.5441 -0.4927 0.1194
H -4.8606 0.0062 -0.6032 0.1216
H -5.1950 -1.6210 -1.2795 0.1105
H -3.1683 -1.4832 -2.6829 0.0849
H -2.8949 0.2021 -2.1770 0.0650
H -2.6989 -0.9995 -1.0466 0.0774
H -9.1294 -2.0371 -3.0499 0.0974
H -8.0003 -2.8942 -4.2335 0.1225
H -8.3050 -3.7459 -1.3708 0.0627
H -9.3257 -4.3738 -2.6292 0.0788
H -7.5193 -4.6145 -2.6631 0.0776
C -0.8612 7.4227 -5.8146 -0.0598
C -0.6731 6.1450 -6.6336 -0.2792
O -0.2611 5.0678 -5.8130 -0.1713
P -1.0326 3.6637 -5.7766 0.4107
O -0.4372 2.6856 -4.8552 -0.2135
O -2.5755 4.0199 -5.6151 -0.1755
C -3.4692 2.9615 -5.2323 -0.2648
C -4.7298 3.1179 -6.0838 -0.0529
O -1.0018 3.1487 -7.2909 -0.1915
C 0.2182 3.0043 -7.9945 -0.2706
C 0.0691 1.7146 -8.8233 -0.0679
H -0.9346 8.3610 -6.3682 0.0772
H -1.8246 7.4141 -5.2974 0.0762
H -0.0405 7.5293 -5.1066 0.0672
H -1.5335 5.9277 -7.2694 0.1205
H 0.1443 6.3221 -7.3405 0.1168
H -3.1455 1.9262 -5.3751 0.1215
H -3.6681 3.0286 -4.1625 0.0927
H -5.2728 3.9820 -5.7074 0.0780
H -4.4482 3.1185 -7.1341 0.0803
H -5.3346 2.2169 -5.9537 0.0794
H 0.4682 3.8569 -8.6268 0.1169
H 1.0307 2.8055 -7.2879 0.1179
H -0.1614 0.8657 -8.1856 0.0791
H -0.7688 1.8425 -9.5152 0.0738
H 0.9133 1.5217 -9.4873 0.0747
C -0.2491 -1.9824 6.3494 -0.0857
C 0.0175 -3.3918 6.8854 -0.2468
N 1.0807 -4.0661 6.1085 -0.1779
C 1.1925 -5.4569 6.5288 -0.2714
C 0.1522 -6.3526 5.7978 -0.0784
C 2.3596 -3.3985 6.2939 -0.2595
C 3.2311 -3.4886 5.0162 -0.0671
H -1.3169 -1.7693 6.4194 0.0719
H -0.0255 -1.9101 5.2846 0.0631
H 0.3383 -1.2564 6.9090 0.0581
H 0.0953 -3.3773 7.9802 0.1188
H -0.8595 -4.0196 6.7048 0.0995
H 2.1949 -5.8481 6.3449 0.1051
H 1.0753 -5.6928 7.5981 0.1127
H 0.3235 -6.1463 4.7367 0.0583
H 0.4545 -7.3941 5.9046 0.0674
H -0.8830 -6.1156 6.0189 0.0589
H 2.9399 -3.8142 7.1266 0.1182
H 2.2334 -2.3315 6.4805 0.0914
H 3.5872 -4.5238 4.9902 0.0606
H 4.1170 -2.8577 5.0616 0.0512
H 2.6291 -3.3074 4.1273 0.0668
C 0.4319 -1.1706 1.8152 -0.0352
O -0.3178 -0.2198 1.0626 0.0026
C 0.2097 0.1528 -0.0943 -0.6114
O 1.2209 -0.3146 -0.5622 0.1225
O -0.5422 1.1045 -0.6276 0.0057
C -0.2494 1.7736 -1.8250 -0.0630
H 0.6240 -2.0298 1.1769 0.0896
H -0.2189 -1.4395 2.6443 0.0860
H 1.3502 -0.7703 2.2430 0.0937
H -1.1913 2.0655 -2.2871 0.0678
H 0.2491 1.1927 -2.6035 0.0956
H 0.3566 2.6733 -1.7073 0.0957


Entry 2:
157
Properties=species:S:1:pos:R:3:lowdin_spin:R:1 method="wB97M-V/def2-TZVPD" lumo_ev="0.42 / 0.34" spin_multiplicity=6 mol_weight_g_mol=926.2 orbital_gap_ev="5.201 / 8.361" largest_force_ev_per_a=2.954 e_homo_ev="-4.78 / -8.02"
Cr -1.0537 -3.7759 -0.2083 4.5780
C 0.7979 -0.0979 0.0949 0.0026
C 0.1204 -1.4189 0.0566 0.0190
O -0.1835 -2.1088 1.0341 0.0376
O -0.2336 -1.8733 -1.0845 0.0370
H 0.2521 0.8155 -0.1415 0.0006
H 1.6688 0.0028 -0.5527 0.0006
H 1.1297 0.0593 1.1212 0.0002
C -0.5900 3.6789 -0.9752 0.0000
C 0.1787 4.2479 -2.1599 0.0000
C 1.6745 3.9385 -2.0405 0.0000
O -0.3215 3.6930 -3.3280 0.0000
H -0.1183 4.0118 -0.0507 0.0000
H -0.6770 2.5924 -0.9878 0.0000
H -1.6193 4.0226 -0.8727 0.0000
H -0.0029 5.3226 -2.1710 0.0000
H 1.9172 2.8913 -2.2213 0.0000
H 2.1253 4.3077 -1.1193 0.0000
H 2.2429 4.3574 -2.8709 0.0000
H -0.0127 2.7950 -3.4688 0.0000
C 1.0695 -1.2720 -4.2829 0.0003
C 1.4513 0.1798 -4.0542 0.0001
C 1.8704 0.8504 -5.3791 0.0000
O 3.0829 0.2132 -5.9337 0.0000
C 3.7800 1.1024 -6.7902 0.0000
N 0.3665 0.8118 -3.3696 0.0001
H 0.2196 -1.2834 -4.9652 0.0000
H 0.7966 -1.8650 -3.4100 0.0010
H 1.9409 -1.7696 -4.7086 0.0000
H 2.2307 0.1631 -3.2924 0.0000
H 2.0302 1.8954 -5.1136 0.0000
H 1.0790 0.7989 -6.1269 0.0000
H 3.1686 1.2870 -7.6735 0.0000
H 4.6984 0.6572 -7.1730 0.0000
H 4.0447 2.0584 -6.3383 0.0000
H -0.4440 0.6815 -3.9580 0.0000
H 0.1982 0.2144 -2.5728 0.0000
C -3.9637 -0.5094 4.2881 0.0001
O -2.5436 -0.4856 4.3644 0.0001
C -1.9738 -1.3553 5.3822 0.0000
C -0.4958 -1.4576 5.2132 0.0000
N -0.2123 -2.4055 4.1206 0.0002
C 1.1561 -2.8425 4.0227 0.0002
C 1.6408 -3.7111 5.1632 0.0000
O 1.5874 -5.0984 4.8724 0.0001
C 2.3607 -5.9045 5.7397 0.0000
H -4.2768 -0.2087 3.2882 0.0001
H -4.3479 0.1242 5.0875 0.0000
H -4.2710 -1.5519 4.3709 0.0000
H -2.4364 -2.3380 5.2910 0.0000
H -2.2033 -0.9452 6.3657 0.0000
H -0.0308 -1.8618 6.1124 0.0000
H 0.0428 -0.5230 5.0560 0.0000
H -0.4206 -1.9623 3.2373 0.0002
H 1.8323 -1.9959 3.9034 0.0001
H 1.2527 -3.3731 3.0754 0.0002
H 1.1258 -3.4857 6.0970 0.0000
H 2.6783 -3.4409 5.3602 0.0000
H 3.4430 -5.8366 5.6292 0.0000
H 2.1452 -6.9613 5.5823 0.0000
H 1.8868 -5.7274 6.7052 0.0000
C -3.4532 -1.6783 0.9565 0.0102
O -2.9129 -2.9793 0.8594 0.0817
C -3.1642 -3.7843 2.0409 0.0104
C -2.8177 -5.2791 1.7387 0.0168
N -1.5385 -5.5334 1.0402 0.0395
C -0.4108 -5.5614 2.0167 0.0129
C 1.0163 -5.5615 1.3808 0.0093
O 1.0283 -4.6696 0.2871 0.0786
C 2.2699 -4.6355 -0.3878 0.0138
H -3.2394 -0.9848 0.1432 0.0016
H -2.9886 -1.1240 1.7719 0.0006
H -4.5358 -1.6091 1.0628 0.0013
H -4.2329 -3.6817 2.2291 0.0009
H -2.6980 -3.3695 2.9346 0.0005
H -3.6454 -5.6411 1.1289 0.0039
H -2.7399 -5.7905 2.6982 0.0010
H -1.6523 -6.4442 0.6189 0.0173
H -0.5779 -6.4884 2.5653 0.0013
H -0.5312 -4.7926 2.7800 0.0013
H 1.2317 -6.5821 1.0644 0.0011
H 1.7842 -5.2714 2.0979 0.0005
H 2.2122 -3.9635 -1.2440 0.0038
H 2.4865 -5.6344 -0.7663 0.0014
H 3.1352 -4.3619 0.2161 0.0010
C -6.4260 3.5845 -2.4916 0.0000
O -6.5048 2.4364 -3.3655 0.0000
C -6.9814 1.2528 -2.8026 0.0000
C -6.8422 0.0436 -3.6916 0.0000
N -5.4686 -0.2486 -4.1198 0.0001
C -4.7046 -1.1853 -3.2634 0.0008
C -3.2334 -0.8957 -3.5328 0.0024
O -2.8776 0.5067 -3.6022 0.0006
C -2.8678 1.1911 -2.3042 0.0001
H -5.5377 3.5445 -1.8613 0.0000
H -7.1917 3.7281 -1.7292 0.0000
H -6.4743 4.4714 -3.1233 0.0000
H -8.0403 1.4282 -2.6125 0.0000
H -6.6024 1.0069 -1.8106 0.0000
H -7.3623 0.4149 -4.5746 0.0000
H -7.2968 -0.8377 -3.2390 0.0000
H -4.8732 0.5550 -4.2604 0.0000
H -4.9102 -2.2399 -3.4468 0.0006
H -4.9727 -1.0957 -2.2107 0.0001
H -2.9178 -1.4176 -4.4363 0.0002
H -2.7588 -1.4061 -2.6947 0.0052
H -2.0907 0.6366 -1.7780 0.0001
H -3.8389 1.2558 -1.8134 0.0000
H -2.5708 2.2317 -2.4353 0.0000
C -4.6079 2.0997 0.8012 0.0000
O -3.2493 1.7703 0.9777 0.0001
C -2.6548 2.4764 2.0662 0.0000
C -1.2322 1.9794 2.3814 0.0001
N -0.5531 2.9445 3.2555 0.0000
C -0.7664 2.7034 4.6752 0.0000
C 0.3427 3.3742 5.4166 0.0000
O 1.6796 3.0714 4.9315 0.0000
C 2.7256 3.7945 5.5298 0.0000
H -5.1959 2.1412 1.7181 0.0000
H -5.0071 1.3187 0.1541 0.0000
H -4.7209 3.0197 0.2277 0.0000
H -3.1917 2.2627 2.9904 0.0000
H -2.6806 3.5603 1.9538 0.0000
H -0.6616 1.8781 1.4582 0.0000
H -1.2290 0.9957 2.8507 0.0001
H 0.4533 2.9793 3.1766 0.0000
H -0.7870 1.6597 4.9888 0.0000
H -1.6963 3.1491 5.0284 0.0000
H 0.2258 3.1823 6.4832 0.0000
H 0.2045 4.4523 5.3341 0.0000
H 2.6788 3.7047 6.6151 0.0000
H 2.5931 4.8728 5.4419 0.0000
H 3.6509 3.3443 5.1703 0.0000
C 8.7965 1.5516 -5.3628 0.0000
O 7.5107 1.2550 -4.8249 0.0000
C 6.7997 2.4854 -4.4445 0.0000
C 5.5911 2.1192 -3.5240 0.0000
N 5.9977 1.9507 -2.1512 0.0000
C 4.8262 1.5461 -1.3910 0.0000
C 5.2580 1.2309 0.0384 0.0000
O 4.2538 0.5522 0.7666 0.0001
C 3.3932 1.5206 1.4348 0.0000
H 8.8956 2.0447 -6.3298 0.0000
H 9.1527 0.5477 -5.5938 0.0000
H 9.4793 2.0326 -4.6625 0.0000
H 6.5060 2.9634 -5.3791 0.0000
H 7.3475 3.2783 -3.9353 0.0000
H 5.1951 1.1612 -3.8608 0.0000
H 4.7930 2.8371 -3.7135 0.0000
H 6.5513 1.1065 -2.1829 0.0000
H 4.2867 0.7019 -1.8204 0.0000
H 4.2036 2.4298 -1.2514 0.0000
H 5.6223 2.1428 0.5115 0.0000
H 6.1279 0.5841 -0.0756 0.0000
H 2.9541 2.2495 0.7536 0.0000
H 3.9619 2.1532 2.1163 0.0000
H 2.6409 0.9528 1.9822 0.0000